The following is a DFT calculation (ωB97M-V/def2-TZVPD) of C4H16BCl2CoN4O16 as an isolated structure in a non-equilibrium geometry.

Each line ends with the Mulliken spin population.
Positions of all 44 atoms, in Å:
Co (-7.62082, -21.05289, -12.47124)  2.83
Cl (-7.64703, -18.95671, -9.80548)  0.00
O (-7.53118, -20.29425, -10.37359)  0.02
O (-7.84735, -19.10667, -8.40143)  0.00
O (-6.43889, -18.25811, -10.15981)  0.00
O (-8.75470, -18.27068, -10.39676)  0.00
Cl (-9.48700, -23.93194, -14.07359)  0.00
O (-10.12762, -23.50064, -15.25448)  0.00
O (-8.74184, -25.13496, -14.30064)  0.00
O (-8.57359, -22.88441, -13.63796)  0.01
O (-10.46096, -24.17834, -13.02596)  0.00
B (-7.78678, -19.28406, -13.83453)  0.05
H (-8.41716, -18.33220, -13.65806)  0.00
H (-7.23485, -19.25442, -14.85480)  0.00
H (-6.98053, -19.38834, -13.02766)  0.03
H (-8.46328, -20.21089, -13.85987)  0.03
C (-12.04138, -21.80402, -11.41687)  0.00
N (-11.25516, -20.79902, -12.17567)  0.00
O (-10.04917, -20.90782, -12.19093)  0.00
O (-11.83430, -19.82532, -12.60776)  0.00
H (-12.69605, -22.37970, -12.05960)  0.00
H (-12.57489, -21.27216, -10.63645)  0.00
H (-11.26487, -22.42875, -10.98181)  0.00
C (-3.59129, -19.97029, -11.08936)  0.00
N (-4.19754, -20.68948, -12.22021)  -0.01
O (-5.40049, -20.76790, -12.17922)  0.01
O (-3.48360, -21.20926, -13.04437)  0.00
H (-2.58768, -20.35881, -10.95117)  0.00
H (-4.17506, -20.14611, -10.19010)  0.00
H (-3.62240, -18.90319, -11.29676)  0.00
C (-4.70249, -21.53642, -16.36465)  0.00
N (-5.80843, -22.19456, -15.66792)  0.00
O (-6.15335, -21.69345, -14.63225)  0.00
O (-6.25097, -23.20614, -16.15099)  0.00
H (-3.90910, -21.26463, -15.67384)  0.00
H (-5.04940, -20.63482, -16.86530)  0.00
H (-4.25436, -22.19072, -17.10789)  0.00
C (-6.26637, -25.10387, -11.09422)  0.00
N (-6.02623, -23.64911, -10.95421)  0.00
O (-6.64445, -22.92602, -11.69412)  0.01
O (-5.30424, -23.26212, -10.07342)  0.00
H (-6.35121, -25.51055, -10.09078)  0.00
H (-5.44417, -25.56948, -11.62786)  0.00
H (-7.21114, -25.23947, -11.61385)  0.00

The spin multiplicity is 4. Its net charge is -1. The relative energy (zero: lowest compared OMol25 entry of this formula, charge and spin) is 76.68 kJ/mol. The value obtained for the LUMO energy (spin up / spin down) is 0.06655 / 0.06491 Ha. For the highest occupied orbital energy (spin up / spin down), the calculation gives -6.9 / -6.9 eV. The value obtained for the energy is -106450.5376 eV. The expectation value of S² is 3.7554.